122
Properties=species:S:1:pos:R:3:forces:R:3:lowdin_charge:R:1 method="wB97M-V/def2-TZVPD" mol_weight_g_mol=1070.7 de_lowest_kcal_mol=97.3 total_charge=0 homo_lumo_gap_ev=10.51 smiles="O=C1OC[C@@H](F)O1.O=C1OC[C@@H](F)O1.O=C1OC[C@@H](F)O1.O=C1OC[C@@H](F)O1.O=C1OC[C@@H](F)O1.COC(=O)OC.COC(=O)OC.COC(=O)OC.COC(=O)OC.COC(=O)OC.COC(=O)OC"
C 2.15810 0.52816 -6.78445 -1.01 -0.88 -0.64 -0.068
C 2.54000 -0.94835 -6.90991 0.18 1.43 0.81 -0.256
O 3.10689 -1.16192 -5.60788 -0.32 -2.80 -0.34 0.133
C 3.32683 -0.02570 -4.93761 -0.03 0.18 3.50 -0.540
O 3.65365 0.12484 -3.74757 -0.55 -0.93 -4.14 0.119
O 2.97921 0.93031 -5.75113 0.93 3.66 0.44 0.084
F 3.52837 -0.99555 -7.82942 1.01 -0.42 -0.50 0.061
H 1.14334 0.73639 -6.44534 -0.25 -0.32 -0.40 0.148
H 2.37336 1.01551 -7.73537 0.10 0.26 0.31 0.145
H 1.79581 -1.65588 -7.27553 -0.10 -0.17 1.02 0.173
C -3.03193 2.84731 5.75726 3.07 -0.54 1.92 -0.108
C -3.22734 1.91252 4.61404 0.21 1.54 0.53 -0.308
O -4.06803 2.70321 3.76091 1.01 -0.45 -0.27 0.134
C -4.12453 3.97703 4.29238 -3.76 3.36 -4.37 -0.514
O -4.58131 4.97655 3.68158 1.98 -4.10 2.18 0.110
O -3.80102 3.94103 5.53107 -0.68 2.11 1.70 0.128
F -3.81364 0.84198 5.14958 -1.13 -1.52 -0.75 0.087
H -2.00366 3.20642 5.79984 0.31 -0.14 -0.06 0.146
H -3.19563 2.38957 6.73285 -0.50 -0.02 -0.20 0.153
H -2.26338 1.64101 4.18371 -0.45 -0.28 -0.68 0.171
C 4.69282 6.20849 3.90719 0.86 1.83 1.62 -0.056
C 4.84692 4.81620 4.54780 1.71 2.05 -2.57 -0.351
O 3.90543 4.14762 3.79095 -1.32 -1.05 -0.06 0.121
C 2.96764 5.03148 3.27197 -4.83 -2.92 -3.09 -0.448
O 1.90866 4.66016 2.63162 5.52 1.79 3.51 0.064
O 3.35637 6.25842 3.49642 -0.99 0.08 -0.68 0.102
F 4.63589 4.82005 5.85510 -1.06 -0.16 1.42 0.103
H 5.33093 6.51034 3.07665 0.20 -0.83 -0.15 0.145
H 4.78843 7.02169 4.62669 0.20 -0.21 0.31 0.142
H 5.87460 4.47578 4.42091 -0.28 -0.68 -0.42 0.173
C 1.00366 0.31124 0.46914 1.09 2.21 0.72 -0.075
C -0.43289 0.45432 0.08992 0.80 -0.03 2.37 -0.319
O -0.94978 -0.65020 0.83827 -2.91 1.94 -0.72 0.152
C -0.02008 -1.51841 1.12364 -0.41 -4.50 -0.16 -0.602
O -0.24850 -2.68202 1.42906 0.59 2.40 0.08 0.129
O 1.15759 -1.01891 0.86068 2.03 -0.45 -0.36 0.120
F -0.59251 0.30426 -1.20213 -0.74 -0.58 -1.92 0.125
H 1.23799 0.91627 1.34500 -0.21 0.24 0.16 0.142
H 1.67317 0.71417 -0.29078 0.14 -0.94 -0.30 0.153
H -0.87428 1.40140 0.40020 -0.32 -0.27 0.14 0.173
C -3.68730 -4.79288 -5.55285 0.52 0.33 -1.35 -0.058
C -2.95985 -4.49417 -6.88353 0.37 -2.05 -0.61 -0.251
O -1.93309 -3.54064 -6.57793 -1.70 -0.54 -0.30 0.124
C -2.38611 -2.87101 -5.46741 0.21 2.52 0.37 -0.498
O -2.02222 -1.75811 -5.10362 -0.70 -3.41 -0.90 0.141
O -3.36394 -3.60029 -4.90833 -0.54 1.57 2.14 0.070
F -3.88952 -4.05792 -7.83122 0.78 0.56 0.87 0.032
H -3.42336 -5.64930 -4.93237 0.81 -0.03 -0.36 0.138
H -4.74871 -4.94124 -5.75156 -0.12 0.74 0.04 0.138
H -2.53471 -5.38548 -7.34500 0.46 0.30 0.09 0.163
C -0.08756 -11.16793 -5.01444 -0.20 0.16 0.08 -0.035
O 0.45723 -10.32993 -3.94479 -0.92 1.22 -0.87 -0.012
C 0.05340 -9.01021 -3.91385 -0.54 0.33 -1.42 -0.556
O -0.64633 -8.41240 -4.73093 0.95 -1.55 1.09 0.083
O 0.59092 -8.43214 -2.85448 -0.11 -1.51 0.67 0.000
C 0.30941 -7.07734 -2.56702 0.65 1.06 -1.08 -0.036
H 0.41380 -11.11611 -5.98091 0.73 0.43 0.33 0.088
H -1.11448 -10.92340 -5.28601 -0.12 0.11 0.65 0.087
H -0.00354 -12.19175 -4.64998 -0.10 0.22 0.09 0.091
H 0.97551 -6.52139 -3.22681 0.15 0.40 0.22 0.098
H 0.58204 -6.87548 -1.53114 -0.28 -0.24 -0.15 0.103
H -0.68001 -6.72446 -2.85794 -0.23 -0.56 0.40 0.091
C 2.10751 0.08485 9.51177 -1.13 1.09 -0.27 -0.022
O 1.31069 -1.11890 9.30660 0.15 0.01 0.26 0.008
C 0.29981 -1.05073 8.43760 -0.98 2.39 -2.85 -0.553
O -0.03018 -0.04161 7.76873 1.02 -2.39 2.05 0.057
O -0.29360 -2.24635 8.27419 0.73 -0.52 0.01 0.002
C -1.24941 -2.42529 7.20735 -1.68 0.86 0.16 -0.040
H 2.93082 -0.02685 10.21730 -0.07 -1.00 -0.44 0.094
H 1.51011 0.87760 9.96206 -0.49 -0.21 0.08 0.090
H 2.39641 0.53457 8.56183 0.33 -0.52 -0.07 0.091
H -2.10225 -1.77667 7.40751 0.17 0.47 -0.10 0.088
H -1.75405 -3.39143 7.20521 0.97 -0.46 0.75 0.091
H -0.96617 -2.26188 6.16755 0.94 0.32 0.37 0.096
C -7.86842 6.05295 -4.51804 0.16 -0.35 -0.02 -0.038
O -6.52169 5.74966 -4.10884 0.93 -0.27 0.37 -0.018
C -6.34485 4.95530 -3.03147 -2.10 0.00 1.68 -0.565
O -7.29335 4.48277 -2.39803 1.87 0.47 -1.06 0.086
O -5.05343 4.87572 -2.68008 0.17 0.34 -1.39 -0.018
C -4.69548 4.28738 -1.40928 -1.63 -0.08 -0.35 -0.014
H -7.76391 6.68544 -5.39958 0.09 -0.14 0.09 0.091
H -8.42883 6.59858 -3.75887 0.20 -0.16 0.17 0.095
H -8.38972 5.13117 -4.77623 -0.05 0.09 0.07 0.094
H -3.64588 4.48517 -1.19176 -0.32 0.29 -0.22 0.095
H -4.88620 3.21481 -1.44550 0.11 0.00 0.02 0.095
H -5.42253 4.73654 -0.73270 0.56 -0.19 0.65 0.097
C -6.36306 -6.47505 -1.64946 -0.59 0.40 1.52 -0.014
O -5.88495 -5.24254 -1.00519 0.50 0.35 -0.22 -0.024
C -6.16587 -4.92016 0.28290 0.93 -0.05 0.18 -0.574
O -6.97135 -5.47608 0.96057 -0.72 -0.47 0.42 0.130
O -5.35739 -3.90878 0.72023 0.32 -1.01 -1.48 -0.024
C -5.33471 -3.46768 2.09075 -1.44 -0.30 -0.24 -0.028
H -5.91708 -6.53963 -2.64196 0.07 0.27 0.34 0.083
H -7.45107 -6.51652 -1.70061 -0.05 0.54 -0.24 0.088
H -6.14119 -7.34681 -1.03391 0.57 0.09 -0.02 0.091
H -5.79514 -2.48170 2.02784 0.41 0.13 0.50 0.095
H -4.33653 -3.48108 2.52842 0.09 0.14 -0.63 0.093
H -5.96992 -4.09465 2.71646 -0.08 -0.11 -0.15 0.085
C 7.73909 7.52048 -1.67431 -1.08 -1.12 -0.43 0.024
O 6.59622 6.80281 -2.30026 1.91 0.79 -1.26 0.003
C 5.66617 6.25438 -1.58407 -2.05 0.93 0.77 -0.648
O 5.73321 6.01497 -0.41273 0.13 -0.70 0.99 0.114
O 4.52389 6.19569 -2.30712 1.34 0.11 -1.01 -0.023
C 3.33233 5.66646 -1.74312 0.90 -0.29 0.66 -0.035
H 8.46736 7.60107 -2.48129 -0.28 0.31 0.07 0.092
H 8.20067 6.94175 -0.87423 -0.38 0.02 0.09 0.089
H 7.32613 8.46978 -1.33312 0.40 -0.03 0.01 0.099
H 3.52226 4.62986 -1.46477 -0.32 -0.11 -0.06 0.095
H 2.58711 5.74780 -2.53443 -0.02 0.07 0.40 0.099
H 3.13837 6.22132 -0.82518 -0.56 0.00 -0.14 0.094
C 6.96291 0.62835 0.18595 -0.18 -1.32 0.24 -0.031
O 5.84631 0.17015 1.01955 0.40 0.41 1.79 -0.046
C 5.95996 0.17058 2.42138 3.14 1.08 -1.25 -0.504
O 7.05355 0.32439 3.01648 -3.72 -0.54 -1.33 0.069
O 4.73089 0.05395 2.91214 1.04 -0.03 -1.63 -0.016
C 4.54844 0.18877 4.30401 0.31 -0.43 -0.07 -0.031
H 6.97157 1.70343 0.00640 -0.27 -0.08 0.32 0.089
H 6.81687 0.07890 -0.74404 -0.28 0.35 -0.10 0.088
H 7.93396 0.27226 0.52995 -0.14 0.25 0.57 0.085
H 4.83532 -0.76559 4.74561 -0.24 0.12 0.42 0.102
H 3.47629 0.38092 4.34467 0.26 0.15 0.74 0.102
H 5.21526 0.97224 4.66407 -0.40 0.10 0.28 0.094